7
Properties=species:S:1:pos:R:3:forces:R:3:nbo_charge:R:1 method="wB97M-V/def2-TZVPD" total_charge=-2 e_homo_ev=-1.357 energy_ev=-19519.65333 relative_energy_kj_mol=0.0 orbital_gap_ha=0.236
S -4.74453 4.75595 1.50132 -0.3 -0.1 0.3 -0.54
O 3.95337 -6.40200 -1.66080 0.5 -1.0 -0.5 -0.59
O 5.41894 -5.46860 -0.39365 -0.1 -0.6 -0.5 -0.62
O -2.81997 4.92305 -0.30169 -0.2 -0.5 0.5 -0.69
N 4.25896 -5.51129 -0.87339 -0.3 1.5 1.0 0.21
C -3.33221 4.34038 0.65896 1.6 -1.0 -0.1 0.17
H -2.73456 3.36251 1.06925 -1.2 1.7 -0.7 0.05